Below is a molecular structure, C14H20AuClIN2O2PSe at a distorted geometry, with properties calculated with ωB97M-V/def2-TZVPD.

XYZ file:
```
43
Properties=species:S:1:pos:R:3
C -2.10768 3.95206 -6.02873
C -0.85899 3.50875 -5.31853
H -1.82863 4.41872 -6.98418
H -2.64601 4.67881 -5.40521
H -2.75277 3.08364 -6.21406
O 0.28925 3.65588 -5.64697
I -1.23790 2.45901 -3.45047
Au -0.00586 0.86484 -0.50130
P -0.06507 2.98505 0.66596
C 1.44821 3.44216 1.54686
C -0.46107 4.43508 -0.35262
H -2.26688 2.56432 1.59707
H -1.40403 3.87211 2.48684
H -0.95402 2.15679 2.73795
C -1.30005 2.89252 1.99902
H -1.44056 4.31454 -0.83108
H -0.45441 5.33837 0.27618
H 1.31042 4.41875 2.03142
H 2.28497 3.49900 0.84212
H 0.30028 4.54068 -1.13760
H 1.66649 2.68433 2.30830
C 1.82425 0.43376 -0.02330
O 2.88186 0.08633 0.28025
Cl -2.32565 1.30866 -0.80397
C -1.96022 -3.37241 0.90661
N -0.51227 -3.26156 0.78799
C 0.16369 -2.56658 -0.17926
Se -0.61223 -1.53502 -1.50823
N 1.49660 -2.80925 0.04647
C 1.66201 -3.72235 1.09665
C 2.78225 -4.35953 1.61796
C 2.56352 -5.32889 2.61624
C 1.26685 -5.62886 3.08107
C 0.16076 -4.93686 2.56444
C 0.39026 -3.99484 1.56943
H -2.28049 -4.39625 0.68650
H -2.41411 -2.66674 0.20567
H -2.29801 -3.13951 1.92386
H 2.25347 -2.42210 -0.51901
H 3.77826 -4.08042 1.26674
H 3.41373 -5.86043 3.04952
H 1.11440 -6.39834 3.84253
H -0.86465 -5.11424 2.87088
```

Results
Lowest unoccupied orbital energy (spin up / spin down), eV: -6.9285 / -10.1987
ΔE to the lowest compared entry with this formula, charge and spin, eV: 0.0000
Net charge: +2
Multiplicity: 3
HOMO (spin up / spin down), eV: -13.74 / -13.90
F_max, hartree/bohr: 0.1009

---

Below is a molecular structure, C70H69NO9P2Si2Y at a distorted geometry, with properties calculated with ωB97M-V/def2-TZVPD.

XYZ file:
```
154
Properties=species:S:1:pos:R:3
Y 1.49284 1.23877 -0.14748
O 4.92326 1.48296 -2.70598
C 3.81646 1.07025 -2.40540
O 3.22406 1.29519 -1.27642
C 3.10250 0.12085 -3.37462
C 3.02321 -1.27161 -2.70608
C 2.78487 -2.32459 -3.80004
C 1.29443 -2.07681 -4.12981
C 0.96174 -0.93461 -3.16303
O 1.76939 -1.21463 -2.01314
C 1.58441 0.36777 -3.67910
C 0.97592 1.58852 -2.97947
O 1.11938 2.67809 -3.50638
O 0.26996 1.36910 -1.90245
H 3.70524 0.10005 -4.27826
H 3.83168 -1.49612 -2.01425
H 3.43997 -2.16126 -4.65490
H 2.95987 -3.32621 -3.41111
H 1.13051 -1.77683 -5.16463
H 0.67986 -2.95309 -3.91562
H -0.08325 -0.85976 -2.88361
H 1.42192 0.52314 -4.74439
O -3.51228 -2.83906 -1.46335
C -4.79204 -2.33662 -1.62643
C -5.94142 -2.89625 -1.06616
C -7.17746 -2.33076 -1.32742
C -7.28337 -1.21793 -2.15132
C -6.13349 -0.62656 -2.63905
C -4.87608 -1.15027 -2.34932
P -3.30401 -0.22235 -2.71068
C -3.60873 -0.14596 -4.53727
C -3.88204 -1.38436 -5.13079
C -4.02051 -1.51084 -6.50185
C -3.88068 -0.39851 -7.32186
C -3.60350 0.83088 -6.75013
C -3.46308 0.95651 -5.37296
C -3.88498 1.39746 -2.01354
C -3.49937 2.62701 -2.54508
C -4.01631 3.81428 -2.04429
C -4.88656 3.80044 -0.96784
C -5.17508 2.59210 -0.34632
C -4.66903 1.40657 -0.85388
C -3.21389 -4.18199 -1.40387
C -4.05183 -5.18660 -1.88529
C -3.70505 -6.51830 -1.73231
C -2.52450 -6.85625 -1.10321
C -1.64835 -5.85380 -0.71682
C -1.93775 -4.50131 -0.89784
P -0.68595 -3.10938 -0.68798
C -1.14777 -2.67222 1.04352
C -1.69824 -3.63625 1.89408
C -2.23254 -3.28919 3.12115
C -2.18897 -1.97137 3.54188
C -1.62333 -1.00907 2.72573
C -1.11237 -1.33678 1.47279
C 0.82700 -4.15313 -0.55312
C 1.73162 -4.12251 0.49631
C 2.88446 -4.89918 0.46565
C 3.15748 -5.70650 -0.62425
C 2.27136 -5.73092 -1.69638
C 1.12426 -4.95854 -1.65922
H -5.87067 -3.74201 -0.40017
H -8.06453 -2.76609 -0.88466
H -8.25267 -0.79122 -2.37636
H -6.19421 0.27353 -3.23934
H -3.99174 -2.26253 -4.50387
H -4.23366 -2.48066 -6.93475
H -3.98037 -0.49357 -8.39572
H -3.47615 1.70661 -7.37437
H -3.23208 1.92991 -4.97397
H -2.76056 2.66459 -3.33151
H -3.72624 4.75470 -2.49706
H -5.30611 4.72411 -0.58919
H -5.80401 2.57061 0.53548
H -4.89007 0.47917 -0.34111
H -4.96080 -4.93759 -2.40663
H -4.36875 -7.28839 -2.10569
H -2.26063 -7.89447 -0.94476
H -0.70663 -6.13255 -0.26935
H -1.73090 -4.66693 1.57009
H -2.68926 -4.04618 3.74783
H -2.59021 -1.69558 4.50946
H -1.56896 0.01046 3.07725
H -0.67412 -0.51347 0.88582
H 1.57148 -3.47647 1.34248
H 3.56714 -4.85824 1.30506
H 4.05775 -6.30813 -0.64937
H 2.47382 -6.35026 -2.56206
H 0.42987 -4.99167 -2.49118
C 2.41245 3.88731 3.36137
Si 3.15030 3.67894 1.62966
C 4.36713 5.12538 1.44006
C 4.30783 2.18734 1.63279
C 1.73443 3.61942 0.38854
C 0.39953 3.65135 1.00563
C -0.24060 4.80481 1.49828
C -1.48641 4.72235 2.07491
C -2.11843 3.48311 2.15704
C -1.46800 2.39738 1.61726
N -0.25365 2.46308 1.06437
Si 1.93212 4.92540 -0.95587
C 3.36051 4.49902 -2.10170
C 2.28532 6.72206 -0.35975
C 0.27153 5.19516 -1.83463
H 1.53579 3.24559 3.48123
H 3.13609 3.61587 4.12895
H 2.09939 4.92086 3.53651
H 5.19990 4.99632 2.13653
H 3.90109 6.09070 1.64353
H 4.77956 5.15529 0.42771
H 5.07422 2.29652 2.40379
H 4.80355 2.08377 0.66454
H 3.78321 1.25346 1.82808
H 0.27359 5.75316 1.42034
H -1.97963 5.61246 2.44833
H -3.10298 3.37390 2.58928
H -1.95529 1.43062 1.59248
H 4.09560 3.86627 -1.60009
H 2.99780 3.94194 -2.96382
H 3.86946 5.39620 -2.46429
H 3.35123 6.95909 -0.38089
H 1.93325 6.91928 0.65742
H 1.77896 7.42882 -1.02246
H 0.02628 4.31667 -2.42891
H 0.33350 6.05043 -2.51279
H -0.53048 5.38657 -1.11685
O 1.09294 0.71183 3.59364
C 2.14910 -0.21247 3.84154
C 2.55157 -0.80035 2.43014
O 3.36582 -1.71138 2.43134
O 2.01962 -0.28360 1.38252
C 3.34632 0.47184 4.51686
C 4.65585 0.04144 4.31132
C 5.71025 0.61612 5.00640
C 5.47890 1.62395 5.93086
C 4.18159 2.06348 6.13900
C 3.13024 1.49369 5.43719
C 1.67218 -1.35214 4.76537
C 1.09722 -2.50240 4.24016
C 0.70157 -3.55100 5.05452
C 0.81796 -3.45012 6.43183
C 1.34697 -2.29142 6.97783
C 1.77698 -1.26094 6.15404
H 0.70173 0.95514 4.43987
H 4.84319 -0.74939 3.60088
H 6.71935 0.26635 4.82686
H 6.30242 2.06292 6.48040
H 3.98478 2.85330 6.85417
H 2.12811 1.86347 5.61866
H 0.93732 -2.57139 3.17671
H 0.28689 -4.44531 4.60665
H 0.49415 -4.26096 7.07284
H 1.43631 -2.18672 8.05255
H 2.20188 -0.37917 6.61187
```

Results
Lowest unoccupied orbital energy, eV: 2.0555
Net charge: -1
HOMO, eV: -5.21
F_max, hartree/bohr: 0.0202

---

Below is a gas-phase ion, C6H9N2S (charge +1) at a distorted geometry, with properties calculated with ωB97M-V/def2-TZVPD.

XYZ file:
```
18
Properties=species:S:1:pos:R:3
C 0.59302 2.66088 0.00445
C 0.37963 3.07083 -1.30886
C -0.04610 0.55833 -0.82055
C 0.55231 0.38541 1.37647
C 0.23535 -1.00368 0.75187
C -1.22715 -1.60178 -1.32832
N 0.42888 1.24410 0.21613
N -0.35850 -0.67306 -0.65605
S -0.45918 1.95289 -2.31343
H 1.21762 3.18635 0.62038
H 0.39250 4.05271 -1.58258
H -0.04493 0.76941 2.17776
H 1.63445 0.40344 1.78867
H 1.20652 -1.64362 0.65784
H -0.43821 -1.63019 1.39770
H -1.00195 -2.69083 -1.17445
H -2.18396 -1.57450 -0.89235
H -1.35452 -1.28852 -2.46120
```

Results
Lowest unoccupied orbital energy (spin up / spin down), eV: -3.5470 / -6.6982
ΔE to the lowest compared entry with this formula, charge and spin, eV: 0.0000
Net charge: +1
Multiplicity: 3
HOMO (spin up / spin down), eV: -10.01 / -14.04
F_max, hartree/bohr: 0.0912

---

Below is a molecular structure, C4H10O, with properties calculated with ωB97M-V/def2-TZVPD.

XYZ file:
```
15
Properties=species:S:1:pos:R:3
C -1.10887 -1.54974 -0.97220
O -0.51076 -0.26777 -1.07172
C 0.60568 -0.12063 -0.33325
C 1.25859 1.19964 -0.62129
C -0.20214 0.43907 1.61385
H -1.88012 -1.61002 -1.74330
H -1.57652 -1.66572 0.01452
H -0.36555 -2.34035 -1.11657
H 0.54367 -0.45493 0.81923
H 0.55784 2.04612 -0.66139
H 1.74285 1.12311 -1.60202
H 2.03271 1.40931 0.12080
H 0.52532 1.05114 2.15102
H -0.65724 -0.30650 2.27341
H -0.96547 1.04728 1.12891
```

Results
Lowest unoccupied orbital energy, eV: 1.1469
ΔE to the lowest compared entry with this formula, charge and spin, eV: 4.2503
HOMO, eV: -7.52
F_max, hartree/bohr: 0.0058

---

Below is a single C8H15N molecule at a distorted geometry, with properties calculated with ωB97M-V/def2-TZVPD.

XYZ file:
```
24
Properties=species:S:1:pos:R:3
H 0.72441 2.73931 2.43718
N 0.66658 1.82838 1.97082
C 0.24394 1.95045 0.75226
C -0.02599 3.31045 0.15805
C 0.12500 0.74144 -0.17783
C -0.52722 -0.52204 0.35097
C -1.35913 -0.54802 1.40828
C -0.21107 -1.82110 -0.38788
C -0.36060 -1.69005 -1.90670
C 1.18205 -2.34148 -0.02505
H -1.00796 3.31436 -0.32177
H -0.00051 4.08944 0.92407
H 0.74038 3.52473 -0.59260
H -0.42693 1.05778 -1.07153
H 1.15148 0.52491 -0.49553
H -1.79584 -1.47577 1.76638
H -1.60568 0.34543 1.97298
H -0.93082 -2.58915 -0.07187
H -0.25610 -2.66867 -2.38784
H -1.34524 -1.29061 -2.17272
H 0.40197 -1.03122 -2.33649
H 1.36350 -3.31369 -0.49638
H 1.97314 -1.66009 -0.35481
H 1.28062 -2.47479 1.05800
```

Results
Lowest unoccupied orbital energy, eV: 0.9254
ΔE to the lowest compared entry with this formula, charge and spin, eV: 0.7418
HOMO, eV: -9.08
F_max, hartree/bohr: 0.0402
SMILES: [H]/N=C(\C)CC(=C)C(C)C

---

Below is a molecular structure, C6H5As2Cl3F20NaO at a distorted geometry, with properties calculated with ωB97M-V/def2-TZVPD.

XYZ file:
```
38
Properties=species:S:1:pos:R:3
Na 2.47614 -0.90322 3.53105
As 2.88766 4.82180 3.40971
F 2.11152 3.54994 4.42468
F 2.47018 6.16528 4.47238
F 3.63339 6.02371 2.30894
F 3.50544 3.50247 2.40325
F 1.36740 4.85797 2.38889
F 4.43677 4.49795 4.39257
As 6.30814 -3.75455 -1.61406
F 5.21025 -5.00439 -2.34987
F 6.13499 -4.62206 -0.07769
F 7.50445 -2.65036 -0.81485
F 6.45381 -2.97355 -3.14456
F 4.95175 -2.66386 -1.15190
F 7.78759 -4.79678 -2.08641
C -3.36744 1.63658 -2.74687
C -2.96899 0.23520 -2.08747
C -2.59208 0.51339 -0.60471
F -2.38697 -0.55477 0.22978
F -1.52362 1.24605 -0.44956
F -4.00349 -0.49008 -2.06544
F -1.96554 -0.39672 -2.67705
O -4.48323 2.15627 -2.08958
C -5.21738 3.17157 -2.86676
C -6.30094 3.83530 -1.94682
F -6.99884 4.83090 -2.49571
F -7.13039 3.06316 -1.24483
F -4.33268 4.05085 -3.31772
F -5.80563 2.57789 -3.91993
H -3.59535 1.35373 -3.77456
H -2.50056 2.29393 -2.67986
H -3.35307 1.14529 -0.14679
H -5.75254 4.35439 -1.16075
C 1.49167 -8.21270 3.87252
Cl 1.78105 -6.55271 4.43227
Cl -0.30341 -8.41153 3.58081
Cl 2.13536 -9.33229 5.12633
H 1.93456 -8.56404 2.94059
```

Results
Lowest unoccupied orbital energy, eV: -1.2804
Net charge: -1
HOMO, eV: -9.08
F_max, hartree/bohr: 0.0960

---

Below is a single C4H8O3 molecule, with properties calculated with ωB97M-V/def2-TZVPD.

XYZ file:
```
15
Properties=species:S:1:pos:R:3
O -0.77933 0.18748 -1.50234
C -0.47240 0.44834 -0.35530
C -1.52228 0.37855 0.73264
O -2.74095 -0.07075 0.22883
C 0.96199 0.75782 0.02006
C 1.71673 -0.58365 -0.15977
O 0.83294 -1.66938 0.04906
H -1.18106 -0.27196 1.55198
H -1.58521 1.40549 1.12838
H -2.62746 -0.10565 -0.73574
H 1.33322 1.54666 -0.64483
H 1.03378 1.10857 1.05569
H 2.14324 -0.65137 -1.16441
H 2.53250 -0.68580 0.56186
H 0.35431 -1.79434 -0.76611
```

Results
Lowest unoccupied orbital energy, eV: 0.8292
ΔE to the lowest compared entry with this formula, charge and spin, eV: 1.4368
HOMO, eV: -10.30
F_max, hartree/bohr: 0.0136
SMILES: O=C(CO)CCO